124
Properties=species:S:1:pos:R:3:forces:R:3 method="wB97M-V/def2-TZVPD" e_tot_ha=-4737.94801 homo_energy_ha="-0.3252 / -0.3841" charge=+1 s2=2.051 spin_multiplicity=3
W 0.64102 0.03342 -0.36274 -1.46 -0.24 -0.16
O -2.45654 -1.27192 2.91864 0.03 -0.01 -0.07
C -1.42050 -0.98993 2.35439 -0.06 0.03 0.19
O -1.33358 -0.43700 1.17152 0.21 0.06 -0.19
C -0.09633 -1.08686 3.07964 0.00 0.01 0.02
C 0.05071 -0.95599 4.44584 -0.02 -0.02 -0.06
C 1.29100 -0.58828 4.97298 0.06 -0.02 -0.01
C 2.35095 -0.19441 4.18604 -0.06 -0.07 0.03
C 2.17704 -0.34654 2.81748 0.02 -0.01 -0.02
C 1.03044 -0.93418 2.28832 0.06 0.00 -0.07
O 1.02490 -1.28918 1.02340 0.39 -0.08 0.14
N 2.94072 0.42121 1.89125 -0.01 0.38 -0.08
O 2.36968 0.79543 0.80818 0.77 -0.06 0.45
O 4.02032 0.85828 2.18197 -0.29 -0.18 -0.11
N 1.40263 -0.38306 6.42756 -0.05 0.19 0.01
O 2.43690 0.09748 6.84220 0.05 -0.06 0.00
O 0.43978 -0.66847 7.10386 0.00 -0.07 0.00
H -0.80264 -1.07016 5.10044 -0.01 0.00 0.00
H 3.22515 0.27401 4.61332 0.00 0.00 0.00
I -0.92361 0.51953 -2.61056 -0.01 0.00 0.00
C -3.76886 0.38113 -0.76499 0.04 0.00 -0.03
C -4.85496 0.05515 -1.73748 0.00 0.01 -0.03
C -5.99415 0.97899 -1.86960 -0.01 0.04 0.02
C -6.01606 2.06306 -1.10518 -0.02 -0.03 -0.02
C -4.93216 2.41528 -0.19185 0.03 0.01 0.02
C -5.12961 3.55604 0.56279 0.03 -0.02 0.01
C -4.17064 3.99648 1.45587 -0.03 0.01 -0.02
C -2.97213 3.31957 1.50660 0.04 -0.02 -0.01
C -2.70911 2.15644 0.77090 0.01 0.03 0.09
P -0.87971 1.92107 0.76831 -0.05 0.12 -0.20
C -0.42741 2.07914 2.53712 -0.03 -0.03 -0.01
C 0.83919 2.52411 2.91368 0.07 -0.01 0.01
C 1.13062 2.79327 4.24523 0.00 -0.01 0.00
C 0.16657 2.59783 5.22196 -0.02 0.01 -0.01
C -1.08233 2.10731 4.86352 0.01 0.00 0.02
C -1.37913 1.85161 3.53455 0.04 -0.04 -0.01
C -0.51593 3.59672 0.05611 -0.03 -0.01 -0.03
C -1.13322 3.88089 -1.16489 -0.02 0.01 0.04
C -0.95063 5.10161 -1.78856 0.00 0.03 0.00
C -0.16033 6.07878 -1.19467 -0.02 0.00 0.00
C 0.43680 5.81639 0.02597 0.00 -0.01 0.01
C 0.26514 4.58213 0.64560 0.02 0.04 0.05
C -3.73655 1.60507 -0.05273 -0.03 -0.02 -0.01
H -4.42567 -0.19692 -2.71658 0.00 -0.01 0.01
H -6.79236 0.75626 -2.56659 0.00 0.00 -0.01
H -6.84700 2.75683 -1.14715 -0.01 0.00 -0.01
H -6.05672 4.10205 0.44261 -0.01 0.01 0.00
H -4.32310 4.88133 2.05756 0.00 0.00 0.00
H -2.19364 3.75513 2.11551 0.02 0.00 -0.01
H 1.60429 2.69242 2.16508 -0.03 -0.01 0.01
H 2.11244 3.16172 4.51459 0.01 0.01 0.00
H 0.39005 2.81665 6.25818 0.00 0.00 0.01
H -1.83591 1.92881 5.61937 0.00 0.00 0.01
H -2.36181 1.48314 3.27417 -0.01 -0.02 -0.01
H -1.77722 3.14659 -1.62962 -0.01 0.00 0.00
H -1.44001 5.29659 -2.73384 0.00 0.00 -0.01
H -0.02853 7.04043 -1.67278 0.00 0.01 0.00
H 1.03620 6.57379 0.51452 0.00 0.00 0.00
H 0.73235 4.43321 1.60680 -0.04 0.02 -0.04
C 5.10684 0.17567 -0.96735 0.01 0.04 -0.02
C 4.88161 -1.30472 -1.24909 0.01 0.00 0.01
C 4.69848 -1.59615 -2.73555 -0.01 -0.02 -0.01
C 3.76892 -1.94921 -0.38699 -0.01 0.02 0.01
C 4.02202 -3.44282 -0.17371 0.01 0.01 -0.01
O 3.14037 -4.06845 -1.11862 0.04 -0.06 -0.03
C 2.22613 -3.13249 -1.44771 -0.03 0.16 -0.17
N 2.42046 -1.94772 -1.02758 -0.04 -0.12 0.20
C 1.12664 -3.72191 -2.23796 -0.03 0.00 0.04
C 1.51888 -4.73286 -3.12017 0.00 0.00 0.01
C 0.59682 -5.60091 -3.66522 0.00 0.01 0.00
C -0.71626 -5.53702 -3.22492 0.01 0.01 0.00
C -1.10789 -4.52703 -2.36700 0.03 -0.05 0.00
C -0.22491 -3.52439 -1.94301 -0.01 -0.02 -0.05
P -0.87079 -2.20245 -0.81360 0.08 -0.05 0.06
C -1.07722 -3.35276 0.60312 0.03 0.01 0.01
C 0.05739 -3.91373 1.19546 0.02 0.02 0.02
C -0.06262 -4.85721 2.20073 0.01 -0.01 -0.01
C -1.31914 -5.27694 2.61678 0.01 -0.01 0.00
C -2.44783 -4.76734 1.99918 0.00 0.01 0.01
C -2.32947 -3.81802 0.99367 -0.01 0.05 0.01
C -2.59399 -1.88450 -1.34017 0.02 0.06 0.01
C -3.55040 -1.11428 -0.44349 0.03 -0.06 0.01
C -5.03448 -1.29770 -0.97485 -0.02 0.03 0.05
C -5.37355 -2.40853 -1.88986 0.02 -0.03 -0.03
C -4.42209 -2.82691 -2.72252 -0.06 0.00 0.00
C -3.03433 -2.45870 -2.47543 0.04 0.05 0.00
H 5.94911 0.54131 -1.55703 0.01 -0.01 0.01
H 5.34494 0.34395 0.08380 0.01 0.00 0.00
H 4.24286 0.78350 -1.21691 0.03 -0.03 0.00
H 5.79897 -1.81027 -0.92767 -0.01 0.00 0.01
H 3.78541 -1.13456 -3.11263 0.01 0.00 0.01
H 4.63757 -2.66911 -2.93242 0.01 0.00 -0.01
H 5.54660 -1.20880 -3.30082 0.00 0.01 0.00
H 3.71886 -1.43856 0.57359 0.00 -0.03 -0.02
H 3.74573 -3.79047 0.82428 0.00 0.00 0.00
H 5.03926 -3.75241 -0.40054 0.00 0.01 0.01
H 2.57038 -4.85617 -3.33625 0.01 0.00 0.00
H 0.91184 -6.36553 -4.36164 0.00 -0.01 0.00
H -1.43841 -6.27913 -3.53787 0.00 -0.01 0.00
H -2.12316 -4.53488 -2.00176 0.03 -0.03 0.01
H 1.04605 -3.62574 0.86529 -0.01 0.01 0.01
H 0.82795 -5.27708 2.65060 0.00 0.00 0.00
H -1.41428 -6.01288 3.40388 0.00 0.00 0.01
H -3.43138 -5.10364 2.29794 -0.01 0.00 0.00
H -3.22887 -3.45688 0.51858 -0.04 0.06 -0.02
H -3.39003 -1.29864 0.61465 -0.02 -0.04 -0.01
H -5.73802 -1.16858 -0.15434 -0.01 0.00 -0.01
H -6.38961 -2.77820 -1.94183 -0.01 0.00 0.00
H -4.61633 -3.54266 -3.51067 -0.01 0.00 -0.01
H -2.32070 -2.83507 -3.19175 -0.03 0.05 0.01
Cl 4.78860 5.38925 -5.47367 0.01 0.01 -0.01
C 3.97602 4.28578 -4.42686 0.00 0.00 0.00
C 3.20534 4.78556 -3.38432 0.01 -0.02 0.00
C 2.55495 3.90018 -2.54746 -0.01 0.01 -0.03
C 2.68792 2.52830 -2.75896 0.02 0.02 -0.02
C 3.45855 2.03750 -3.81149 0.00 0.01 0.00
C 4.10705 2.91976 -4.65222 0.00 0.01 0.01
C 1.98980 1.61973 -1.87257 -0.06 -0.18 0.15
O 2.04818 0.34898 -1.92771 0.17 0.16 -0.08
O 1.21536 2.02122 -0.94868 0.22 0.04 -0.03
H 3.11990 5.85320 -3.24152 0.00 0.01 0.00
H 1.93745 4.26365 -1.73552 0.01 -0.02 0.00
H 3.54170 0.97055 -3.96791 0.00 0.00 0.01
H 4.70801 2.56644 -5.47759 0.00 0.00 0.00